No. 1
{
  "formula": "C16H18N2O3S3",
  "method": "ωB97M-V with the def2-TZVPD basis set",
  "gap_ev": 8.669,
  "de_lowest_ev": 16.008,
  "e_tot_ev": -58496.3443,
  "fmax_ha_per_bohr": 0.3428,
  "e_homo_ev": -8.3313,
  "e_lumo_ev": 0.338,
  "species": ["O", "C", "N", "C", "H", "C", "N", "S", "O", "O", "C", "C", "C", "C", "S", "H", "H", "H", "C", "H", "C", "H", "H", "H", "H", "H", "H", "C", "H", "H", "S", "C", "C", "C", "C", "C", "C", "H", "H", "H", "H", "H"],
  "coordinates": [[-2.094, -2.475, -0.881], [-1.507, -2.130, 0.092], [-0.169, -1.944, 0.256], [0.421, -1.554, 1.415], [-0.284, -1.555, 2.130], [0.982, -0.276, 1.135], [1.810, -0.462, 0.098], [3.406, -0.941, 0.128], [3.723, -1.907, -0.838], [3.567, -1.359, 1.627], [4.356, 0.677, -0.014], [5.119, 0.835, -1.197], [5.848, 1.830, -1.121], [5.475, 2.772, 0.150], [4.357, 1.760, 0.962], [5.687, 3.631, 0.553], [6.538, 2.241, -1.694], [5.338, -0.020, -1.810], [1.326, -0.798, -1.279], [1.937, -1.014, -1.877], [0.509, -2.239, -0.940], [-0.156, -2.520, -1.526], [1.325, -2.844, -0.525], [0.409, -0.135, -1.385], [1.647, 0.322, 1.676], [0.362, 0.588, 0.844], [1.159, -2.419, 1.724], [-2.526, -1.627, 1.239], [-2.353, -2.374, 2.278], [-3.556, -2.082, 1.079], [-2.510, 0.086, 1.697], [-3.616, 0.758, 0.453], [-3.943, 0.262, -0.607], [-4.830, 0.812, -1.490], [-5.275, 2.141, -1.118], [-4.796, 2.970, 0.117], [-3.987, 2.065, 0.759], [-3.698, 2.501, 2.140], [-5.188, 3.800, 0.374], [-6.007, 2.886, -1.691], [-5.033, 0.421, -2.244], [-3.776, -0.684, -0.691]],
  "nbo_charge": [-0.6245, 0.6934, -0.4390, -0.2122, 0.2192, -0.2726, -0.6698, 2.2620, -0.8966, -0.9584, -0.6628, -0.2673, -0.1587, -0.4990, 0.7662, 0.2068, 0.2120, 0.2487, -0.1770, 0.1726, -0.1867, 0.2115, 0.1897, 0.2029, 0.2511, 0.2296, 0.2195, -0.7168, 0.2463, 0.2658, 0.2860, -0.2045, -0.2361, -0.1640, -0.1937, -0.2102, -0.0964, 0.1542, 0.2044, 0.2102, 0.1710, 0.2230]
}

No. 2
{
  "formula": "C16H18N2O5S2",
  "method": "ωB97M-V with the def2-TZVPD basis set",
  "gap_ev": 8.072,
  "de_lowest_ev": 13.699,
  "e_tot_ev": -51760.6240,
  "smiles": "CCOC(=O)NC(=O)COC(=O)CCCSc1nc2ccccc2s1",
  "fmax_ha_per_bohr": 0.3601,
  "e_homo_ev": -8.1494,
  "e_lumo_ev": -0.077,
  "species": ["C", "C", "O", "C", "O", "N", "C", "O", "C", "O", "C", "O", "C", "C", "C", "S", "C", "N", "C", "C", "C", "C", "C", "C", "S", "H", "H", "H", "H", "H", "H", "H", "H", "H", "H", "H", "H", "H", "H", "H", "H", "H", "H"],
  "coordinates": [[-5.801, -0.789, -0.556], [-4.564, -1.527, 0.050], [-3.476, -1.406, -0.802], [-2.423, -1.597, 0.039], [-2.372, -2.116, 1.251], [-1.323, -1.135, -0.941], [-0.003, -1.204, -0.650], [0.885, -0.798, -1.329], [0.405, -1.745, 0.741], [1.882, -1.969, 0.773], [2.650, -2.386, 0.055], [2.200, -3.376, -0.804], [3.981, -2.001, 0.147], [4.190, -0.474, -0.711], [3.804, 0.582, 0.478], [3.188, 2.154, -0.418], [1.435, 1.962, 0.011], [0.605, 2.486, -1.223], [-0.572, 2.189, -0.506], [-1.822, 2.285, -1.175], [-3.003, 2.395, -0.582], [-3.175, 1.665, 0.848], [-1.907, 1.345, 1.498], [-0.716, 1.731, 0.757], [0.842, 1.294, 1.281], [-5.849, -1.194, -1.513], [-6.925, -0.928, 0.110], [-5.770, 0.239, -0.599], [-4.446, -1.106, 1.067], [-4.820, -2.634, 0.016], [-1.658, -0.576, -1.600], [0.090, -2.907, 0.536], [-0.037, -1.472, 1.616], [4.462, -2.069, 1.095], [4.619, -2.729, -0.466], [5.079, -0.421, -1.299], [3.317, -0.527, -1.157], [4.704, 0.827, 0.778], [2.975, 0.332, 1.254], [-1.734, 3.088, -2.129], [-3.992, 2.405, -1.061], [-4.076, 1.412, 1.186], [-1.949, 1.008, 2.442]],
  "nbo_charge": [-0.5955, -0.1029, -0.4833, 0.9198, -0.6075, -0.6441, 0.6784, -0.5557, -0.1888, -0.4589, 0.7734, -0.7365, -0.5076, -0.3452, -0.4718, 0.2760, -0.2600, -0.3611, 0.0726, -0.2238, -0.1900, -0.2167, -0.2041, -0.3123, 0.5956, 0.2078, 0.2062, 0.2022, 0.2100, 0.1946, 0.4222, 0.2681, 0.2392, 0.2302, 0.2494, 0.2304, 0.2161, 0.1962, 0.2264, 0.2261, 0.2179, 0.1900, 0.2171]
}

No. 3
{
  "formula": "C16H18N2O6",
  "method": "ωB97M-V with the def2-TZVPD basis set",
  "gap_ev": 8.333,
  "de_lowest_ev": 3.773,
  "e_tot_ev": -32147.6660,
  "smiles": "CCOC(=O)[C@H]1C(COC(=O)/C=C/c2ccco2)=NC(=O)N[C@H]1C",
  "fmax_ha_per_bohr": 0.0770,
  "e_homo_ev": -8.6568,
  "e_lumo_ev": -0.324,
  "species": ["C", "C", "O", "C", "O", "C", "C", "C", "O", "C", "O", "C", "C", "C", "C", "C", "C", "O", "N", "C", "O", "N", "C", "C", "H", "H", "H", "H", "H", "H", "H", "H", "H", "H", "H", "H", "H", "H", "H", "H", "H", "H"],
  "coordinates": [[-2.838, -1.547, 1.386], [-2.576, -1.943, -0.048], [-1.917, -0.890, -0.813], [-2.660, 0.088, -1.363], [-3.893, 0.152, -1.348], [-2.002, 1.277, -2.144], [-0.997, 2.052, -1.273], [-0.926, 1.927, 0.243], [0.135, 1.039, 0.701], [0.119, 0.817, 2.032], [-0.747, 1.204, 2.795], [1.237, 0.146, 2.658], [2.153, -0.602, 1.938], [3.333, -1.219, 2.537], [3.826, -1.106, 3.819], [4.949, -2.016, 3.890], [5.057, -2.542, 2.645], [4.094, -2.121, 1.824], [-0.169, 2.905, -1.860], [-0.149, 3.010, -3.251], [0.402, 3.938, -3.828], [-0.804, 2.143, -4.076], [-1.355, 0.930, -3.510], [-0.222, -0.105, -3.474], [-3.191, -2.417, 1.924], [-3.649, -0.791, 1.400], [-1.941, -1.214, 1.875], [-3.526, -2.160, -0.520], [-1.933, -2.822, -0.076], [-2.853, 1.969, -2.306], [-0.769, 2.945, 0.653], [-1.889, 1.570, 0.610], [1.340, 0.322, 3.720], [2.012, -0.764, 0.888], [3.458, -0.441, 4.662], [5.570, -2.180, 4.780], [5.845, -3.238, 2.376], [-0.555, 2.142, -5.041], [-2.177, 0.573, -4.127], [0.238, -0.202, -4.442], [-0.574, -1.077, -3.082], [0.545, 0.249, -2.774]],
  "nbo_charge": [-0.6372, -0.0706, -0.5126, 0.7996, -0.6002, -0.3866, 0.3614, -0.1379, -0.4934, 0.7393, -0.5944, -0.2997, -0.1321, 0.1891, -0.2476, -0.3226, 0.1126, -0.3886, -0.4485, 0.7311, -0.5877, -0.6216, -0.0335, -0.6266, 0.2227, 0.2251, 0.2205, 0.2025, 0.1951, 0.2783, 0.2302, 0.2103, 0.2309, 0.2292, 0.2368, 0.2368, 0.2100, 0.4158, 0.2119, 0.2185, 0.2187, 0.2146]
}

No. 4
{
  "formula": "C16H19AsBaF9O10S",
  "method": "ωB97M-V with the def2-TZVPD basis set",
  "gap_ev": 7.971,
  "de_lowest_ev": 0.000,
  "e_tot_ev": -134207.8762,
  "charge": -1,
  "fmax_ha_per_bohr": 0.0118,
  "e_homo_ev": -5.8001,
  "e_lumo_ev": 2.171,
  "species": ["Ba", "C", "O", "C", "C", "O", "C", "C", "O", "C", "H", "H", "H", "H", "H", "H", "H", "H", "H", "H", "H", "H", "H", "H", "O", "As", "O", "O", "C", "C", "C", "C", "C", "C", "S", "O", "O", "O", "H", "H", "H", "H", "H", "F", "C", "F", "F", "C", "O", "C", "F", "F", "F", "C", "F", "F", "F"],
  "coordinates": [[0.422, -0.430, -0.533], [-2.388, 1.965, 0.261], [-1.522, 1.622, -0.809], [-0.956, 2.759, -1.441], [0.352, 3.191, -0.808], [1.337, 2.266, -1.262], [2.684, 2.594, -0.949], [3.198, 1.757, 0.197], [3.173, 0.397, -0.217], [3.665, -0.475, 0.791], [-3.273, 2.479, -0.129], [-1.880, 2.595, 0.990], [-2.685, 1.042, 0.752], [-1.673, 3.588, -1.446], [-0.760, 2.468, -2.475], [0.292, 3.181, 0.286], [0.607, 4.200, -1.155], [2.775, 3.655, -0.696], [3.273, 2.396, -1.847], [2.564, 1.882, 1.073], [4.226, 2.055, 0.444], [4.715, -0.257, 1.015], [3.588, -1.490, 0.402], [3.079, -0.381, 1.706], [-1.138, -4.513, 0.300], [-1.757, -2.904, 0.802], [-0.389, -2.078, 1.274], [-1.719, -2.139, -1.008], [-2.098, -2.868, -2.069], [-3.369, -3.446, -2.114], [-3.761, -4.220, -3.192], [-2.899, -4.429, -4.261], [-1.641, -3.844, -4.236], [-1.237, -3.072, -3.158], [0.347, -2.256, -3.245], [0.015, -0.821, -3.211], [0.965, -2.698, -4.470], [1.095, -2.615, -2.022], [-0.231, -4.393, -0.019], [-4.037, -3.283, -1.277], [-4.751, -4.661, -3.196], [-3.201, -5.034, -5.105], [-0.947, -3.971, -5.056], [-0.426, -0.711, 4.070], [0.680, 0.029, 3.956], [1.119, 0.271, 5.213], [1.608, -0.720, 3.360], [0.411, 1.347, 3.138], [0.385, 1.163, 1.828], [-0.949, 1.928, 3.671], [-1.050, 1.963, 5.014], [-1.122, 3.196, 3.236], [-1.990, 1.220, 3.224], [1.534, 2.378, 3.527], [1.572, 3.396, 2.650], [2.747, 1.791, 3.482], [1.418, 2.934, 4.746]],
  "nbo_charge": [1.8439, -0.2508, -0.5768, -0.0907, -0.1078, -0.5811, -0.0797, -0.1017, -0.5838, -0.2719, 0.1600, 0.1898, 0.2088, 0.1748, 0.2120, 0.2212, 0.1668, 0.1775, 0.1938, 0.2193, 0.1668, 0.1684, 0.2008, 0.2047, -1.0664, 1.6657, -1.2962, -0.9051, 0.4420, -0.3093, -0.1901, -0.2677, -0.1624, -0.4373, 2.4129, -1.0721, -0.9846, -1.0747, 0.4865, 0.2126, 0.2009, 0.2026, 0.2387, -0.3119, 0.9567, -0.3393, -0.3189, 0.0505, -0.9159, 0.9534, -0.3302, -0.3394, -0.3182, 0.9458, -0.3299, -0.3355, -0.3271]
}

No. 5
{
  "formula": "C16H19ClN2OS",
  "method": "ωB97M-V with the def2-TZVPD basis set",
  "gap_ev": 7.608,
  "e_tot_ev": -45272.0794,
  "smiles": "CC(C)NC(=O)N(Cc1ccc(Cl)cc1)Cc1cccs1",
  "fmax_ha_per_bohr": 0.3277,
  "e_homo_ev": -7.5303,
  "e_lumo_ev": 0.078,
  "species": ["C", "C", "C", "N", "C", "O", "N", "C", "C", "C", "C", "C", "Cl", "C", "C", "C", "C", "C", "C", "C", "S", "H", "H", "H", "H", "H", "H", "H", "H", "H", "H", "H", "H", "H", "H", "H", "H", "H", "H", "H"],
  "coordinates": [[-4.670, -1.052, -0.099], [-3.795, -0.571, 0.937], [-3.434, -1.744, 1.877], [-2.663, 0.025, 0.324], [-1.776, -0.484, -0.237], [-1.819, -1.705, -0.415], [-0.721, 0.444, -0.829], [0.196, -0.056, -1.578], [1.472, -0.612, -1.197], [1.372, -1.439, 0.085], [2.655, -1.868, 0.567], [3.811, -1.453, 0.218], [5.267, -2.070, 0.894], [3.924, -0.433, -1.248], [2.829, -0.138, -1.586], [-0.521, 1.805, -0.342], [0.993, 1.965, 0.144], [1.853, 2.914, -0.490], [3.054, 2.809, 0.055], [3.149, 1.828, 1.203], [1.596, 1.432, 1.664], [-5.447, -1.563, 0.206], [-4.884, -0.138, -0.846], [-4.265, -1.627, -0.687], [-4.444, 0.226, 1.575], [-4.226, -1.960, 2.352], [-2.740, -1.288, 2.497], [-2.842, -2.387, 1.563], [-2.883, 1.051, 0.284], [-0.318, -0.963, -2.310], [0.457, 0.720, -2.413], [0.549, -1.792, 0.228], [2.670, -2.733, 1.392], [4.915, -0.085, -1.399], [2.796, 0.361, -2.394], [-1.137, 1.917, 0.704], [-0.622, 2.602, -1.107], [1.773, 3.059, -1.389], [3.965, 3.179, -0.090], [3.910, 1.822, 1.887]],
  "nbo_charge": [-0.5677, -0.0023, -0.5900, -0.5847, 0.8028, -0.6935, -0.5158, -0.2429, 0.0296, -0.1406, -0.3045, -0.0474, -0.0014, -0.0904, -0.2819, -0.2420, -0.2052, -0.2846, -0.2097, -0.4580, 0.5413, 0.2075, 0.1656, 0.2112, 0.1893, 0.1978, 0.1998, 0.2280, 0.4049, 0.2392, 0.1742, 0.1824, 0.2144, 0.2242, 0.1974, 0.2162, 0.2145, 0.1953, 0.2078, 0.2191]
}

No. 6
{
  "formula": "C16H19ClN4S",
  "method": "ωB97M-V with the def2-TZVPD basis set",
  "gap_ev": 8.883,
  "de_lowest_ev": 0.000,
  "e_tot_ev": -46218.8578,
  "smiles": "CN(C)[C@@H](CNC(=S)Nc1cccc(Cl)c1)c1cccnc1",
  "fmax_ha_per_bohr": 0.0135,
  "e_homo_ev": -8.3377,
  "e_lumo_ev": 0.546,
  "species": ["C", "N", "C", "C", "C", "N", "C", "S", "N", "C", "C", "C", "C", "C", "Cl", "C", "C", "C", "C", "C", "N", "C", "H", "H", "H", "H", "H", "H", "H", "H", "H", "H", "H", "H", "H", "H", "H", "H", "H", "H", "H"],
  "coordinates": [[2.907, -3.011, -0.070], [2.258, -1.739, -0.290], [2.193, -0.958, 0.926], [1.021, -1.827, -1.048], [-0.207, -2.326, -0.234], [-0.915, -1.269, 0.438], [-2.225, -1.017, 0.285], [-3.260, -2.008, -0.542], [-2.738, 0.090, 0.901], [-2.076, 1.209, 1.397], [-2.641, 1.917, 2.458], [-2.006, 3.034, 2.965], [-0.800, 3.467, 2.437], [-0.257, 2.780, 1.363], [1.226, 3.309, 0.649], [-0.886, 1.667, 0.831], [0.735, -0.525, -1.768], [-0.497, -0.280, -2.369], [-0.709, 0.931, -3.007], [0.325, 1.853, -3.038], [1.513, 1.615, -2.510], [1.711, 0.461, -1.901], [2.366, -3.670, 0.627], [3.899, -2.826, 0.342], [3.021, -3.530, -1.020], [3.211, -0.771, 1.268], [1.728, 0.006, 0.725], [1.654, -1.464, 1.744], [1.201, -2.583, -1.824], [0.139, -3.063, 0.499], [-0.925, -2.821, -0.892], [-0.387, -0.676, 1.061], [-3.747, 0.089, 0.970], [-3.578, 1.584, 2.878], [-2.450, 3.572, 3.788], [-0.297, 4.331, 2.839], [-0.474, 1.195, -0.046], [-1.284, -1.018, -2.347], [-1.659, 1.148, -3.472], [0.207, 2.819, -3.512], [2.703, 0.304, -1.501]],
  "nbo_charge": [-0.4028, -0.4471, -0.4304, -0.0628, -0.2602, -0.6099, 0.3058, -0.2688, -0.6068, 0.1539, -0.2485, -0.1710, -0.2585, -0.0179, 0.0225, -0.2586, -0.0806, -0.1797, -0.2569, 0.0287, -0.4137, 0.0292, 0.1613, 0.2036, 0.2030, 0.2134, 0.2073, 0.1610, 0.2207, 0.2067, 0.2554, 0.4128, 0.4258, 0.2182, 0.2217, 0.2304, 0.2334, 0.2331, 0.2233, 0.1934, 0.2095]
}

Repeat the sixth record exactly.
{
  "formula": "C16H19ClN4S",
  "method": "ωB97M-V with the def2-TZVPD basis set",
  "gap_ev": 8.883,
  "de_lowest_ev": 0.000,
  "e_tot_ev": -46218.8578,
  "smiles": "CN(C)[C@@H](CNC(=S)Nc1cccc(Cl)c1)c1cccnc1",
  "fmax_ha_per_bohr": 0.0135,
  "e_homo_ev": -8.3377,
  "e_lumo_ev": 0.546,
  "species": ["C", "N", "C", "C", "C", "N", "C", "S", "N", "C", "C", "C", "C", "C", "Cl", "C", "C", "C", "C", "C", "N", "C", "H", "H", "H", "H", "H", "H", "H", "H", "H", "H", "H", "H", "H", "H", "H", "H", "H", "H", "H"],
  "coordinates": [[2.907, -3.011, -0.070], [2.258, -1.739, -0.290], [2.193, -0.958, 0.926], [1.021, -1.827, -1.048], [-0.207, -2.326, -0.234], [-0.915, -1.269, 0.438], [-2.225, -1.017, 0.285], [-3.260, -2.008, -0.542], [-2.738, 0.090, 0.901], [-2.076, 1.209, 1.397], [-2.641, 1.917, 2.458], [-2.006, 3.034, 2.965], [-0.800, 3.467, 2.437], [-0.257, 2.780, 1.363], [1.226, 3.309, 0.649], [-0.886, 1.667, 0.831], [0.735, -0.525, -1.768], [-0.497, -0.280, -2.369], [-0.709, 0.931, -3.007], [0.325, 1.853, -3.038], [1.513, 1.615, -2.510], [1.711, 0.461, -1.901], [2.366, -3.670, 0.627], [3.899, -2.826, 0.342], [3.021, -3.530, -1.020], [3.211, -0.771, 1.268], [1.728, 0.006, 0.725], [1.654, -1.464, 1.744], [1.201, -2.583, -1.824], [0.139, -3.063, 0.499], [-0.925, -2.821, -0.892], [-0.387, -0.676, 1.061], [-3.747, 0.089, 0.970], [-3.578, 1.584, 2.878], [-2.450, 3.572, 3.788], [-0.297, 4.331, 2.839], [-0.474, 1.195, -0.046], [-1.284, -1.018, -2.347], [-1.659, 1.148, -3.472], [0.207, 2.819, -3.512], [2.703, 0.304, -1.501]],
  "nbo_charge": [-0.4028, -0.4471, -0.4304, -0.0628, -0.2602, -0.6099, 0.3058, -0.2688, -0.6068, 0.1539, -0.2485, -0.1710, -0.2585, -0.0179, 0.0225, -0.2586, -0.0806, -0.1797, -0.2569, 0.0287, -0.4137, 0.0292, 0.1613, 0.2036, 0.2030, 0.2134, 0.2073, 0.1610, 0.2207, 0.2067, 0.2554, 0.4128, 0.4258, 0.2182, 0.2217, 0.2304, 0.2334, 0.2331, 0.2233, 0.1934, 0.2095]
}